Below is a structure of composition C31H24N6O3Os, with properties calculated with ωB97M-V/def2-TZVPD.

Geometry as XYZ:
```
65
Properties=species:S:1:pos:R:3:forces:R:3
Os 0.361 -0.646 -0.595 -4.14 -0.03 1.63
O 1.076 4.537 -2.390 -0.09 0.04 -0.02
C 0.186 4.011 -3.249 0.03 0.03 0.02
C -0.429 4.878 -4.152 0.02 0.01 0.01
C -1.344 4.402 -5.067 0.00 0.00 0.01
C -1.669 3.047 -5.110 0.00 -0.02 0.00
C -1.077 2.187 -4.209 -0.01 0.01 -0.03
C -0.152 2.648 -3.269 -0.01 0.00 0.06
C 0.397 1.695 -2.294 0.45 0.14 0.05
O 0.004 0.475 -2.326 0.23 -0.21 -0.40
N 1.284 2.097 -1.415 -0.34 0.09 0.20
N 1.619 1.052 -0.569 0.28 -0.16 0.18
C 2.665 1.196 0.165 0.19 -0.06 -0.11
C 3.212 0.102 0.919 -0.18 -0.10 -0.03
C 4.005 0.342 2.051 -0.01 -0.03 0.03
C 4.540 -0.700 2.768 0.00 0.00 -0.01
C 4.314 -2.011 2.327 0.03 0.04 0.00
C 3.567 -2.269 1.202 0.09 0.01 -0.11
C 2.984 -1.223 0.458 0.05 -0.10 -0.06
O 2.303 -1.499 -0.631 0.05 0.02 -0.72
H 1.386 3.822 -1.794 0.05 -0.03 0.00
H -0.170 5.927 -4.108 0.02 0.01 0.00
H -1.818 5.091 -5.753 0.02 0.01 -0.03
H -2.377 2.675 -5.836 -0.03 0.00 0.00
H -1.317 1.133 -4.210 -0.01 -0.02 0.01
H 3.157 2.165 0.166 -0.05 0.01 -0.06
H 4.173 1.367 2.362 0.02 0.02 0.00
H 5.131 -0.514 3.654 0.02 0.00 0.01
H 4.740 -2.839 2.879 -0.02 -0.01 0.01
H 3.402 -3.280 0.857 -0.03 -0.03 0.00
C -1.105 2.401 3.883 0.02 0.00 -0.03
C -2.313 2.231 3.216 -0.03 0.01 -0.01
C -2.367 1.548 2.018 -0.06 0.01 -0.10
C -1.197 1.030 1.457 0.01 -0.02 -0.15
C 0.010 1.191 2.130 -0.05 -0.12 -0.04
C 0.052 1.871 3.337 0.02 0.01 0.02
N -1.243 0.317 0.220 1.02 0.54 -1.11
N -2.430 0.211 -0.290 0.09 -0.14 0.50
C -2.468 -0.666 -1.300 -0.15 -0.03 -0.29
C -3.617 -0.733 -2.106 -0.02 -0.19 -0.14
C -3.620 -1.565 -3.190 0.02 -0.01 0.01
C -2.489 -2.358 -3.452 -0.04 0.08 0.14
C -1.420 -2.279 -2.600 0.29 -0.28 -0.11
N -1.396 -1.464 -1.531 1.03 0.54 0.25
H -1.070 2.942 4.819 0.00 -0.01 0.02
H -3.224 2.634 3.638 -0.01 0.00 0.00
H -3.302 1.407 1.499 -0.02 0.03 0.03
H 0.910 0.764 1.729 0.07 -0.04 0.10
H 0.999 1.984 3.849 0.01 -0.01 0.00
H -4.450 -0.094 -1.857 0.00 0.05 0.00
H -4.480 -1.606 -3.844 -0.01 -0.01 0.00
H -2.453 -3.024 -4.300 0.01 -0.05 0.02
H -0.542 -2.892 -2.744 0.08 0.07 0.00
N 0.189 -1.836 0.711 1.15 0.24 0.48
C 0.044 -2.720 1.699 -0.03 -0.32 -0.30
C -0.593 -3.955 1.471 -0.04 -0.01 -0.07
C -0.697 -4.879 2.494 0.04 0.10 0.02
C -0.205 -4.594 3.760 -0.03 -0.12 0.10
C 0.406 -3.367 3.995 -0.05 -0.04 -0.11
C 0.543 -2.436 2.985 0.04 0.12 0.10
H -0.979 -4.159 0.481 0.01 -0.08 -0.01
H -1.167 -5.835 2.301 -0.03 0.01 -0.02
H -0.298 -5.320 4.556 0.01 0.00 0.01
H 0.791 -3.139 4.980 0.02 0.04 0.02
H 1.026 -1.483 3.156 0.04 0.00 0.04
```
Forces are in eV/Å.

HOMO level (spin up / spin down): -0.237 / -0.237 Eh
spin multiplicity: 1
ΔE to the lowest compared entry with this formula, charge and spin: 68.79 kcal/mol